[1]
The following is a quantum chemistry calculation of an isolated molecule of C15H20N2O2S in a non-equilibrium geometry, from OMol25.

Results
* LUMO level: 0.07 eV
* E_HOMO: -0.30546 hartree
* SMILES: CC(=O)c1cccc(NC(=S)NC(=O)CC(C)(C)C)c1

```
! RIJCOSX wB97M-V def2-TZVPD def2/J DEFGRID3
* xyz 0 1
H -6.000 1.716 -2.460
N 0.296 0.377 0.099
C 1.589 0.184 0.715
H -3.742 0.675 -2.244
C 3.650 -0.784 1.076
H -6.806 2.352 -1.199
C 5.966 -1.851 1.248
H -4.124 1.726 1.173
N -1.648 -0.384 -0.955
H -0.416 0.783 0.300
H -4.235 3.271 -2.202
H 6.286 -1.823 2.272
S 0.334 -1.853 -1.699
H -2.047 -0.931 -1.705
C 3.263 1.423 1.744
C -6.167 1.472 -1.544
H -5.697 2.327 1.243
H -6.595 0.516 -1.212
C 1.993 1.302 1.515
H 2.164 -1.748 -0.109
H 5.038 0.452 2.204
C -0.394 -0.722 -0.821
C -3.925 0.667 -1.365
H -3.356 3.207 -0.473
H -4.954 3.899 -1.060
C 4.423 -1.983 0.943
H -5.420 0.662 1.113
H 6.400 -1.022 0.606
C -4.770 1.577 -0.642
O 3.957 -3.140 0.606
O -2.000 1.544 0.240
C 2.468 -0.693 0.504
C -4.328 3.040 -1.109
H 6.492 -2.869 1.098
C 4.163 0.333 1.665
C -2.469 0.836 -0.513
H 3.524 2.094 2.285
H 1.379 2.083 1.259
H -4.182 -0.264 -1.090
C -4.992 1.802 0.877
*
```

Atomic partial charges in e from the natural (NBO) method, atoms 1 to 4:
1 H 0.1927
2 N -0.5766
3 C 0.1793
4 H 0.2024

[2]
The following is a quantum chemistry calculation of an isolated molecule of C15H20N2O3 in a non-equilibrium geometry, from OMol25.

Results
* LUMO level: 0.55 eV
* E_HOMO: -0.31275 hartree
* SMILES: C=CCOC(=O)C1=C(C)NC(=O)N[C@H]1[C@@H]1CC=CCC1

```
! RIJCOSX wB97M-V def2-TZVPD def2/J DEFGRID3
* xyz 0 1
C -1.694 1.537 2.622
H -2.613 1.140 -1.386
C -1.096 0.272 0.591
C -1.939 1.963 -1.031
N -2.090 0.939 1.659
C 1.051 1.533 -2.303
O -0.267 -2.215 -0.049
C -0.608 1.279 -0.479
O 1.386 -2.223 1.364
H 1.307 1.147 -3.148
C 0.308 0.353 2.485
H -2.319 2.706 -0.510
C 0.060 -3.368 -0.359
C 2.416 -3.610 -1.576
H 0.442 -4.037 0.131
H 1.015 -2.468 -2.357
H -3.179 1.057 1.247
H 0.997 -0.224 4.418
H 1.962 -1.017 3.254
C 0.634 -1.588 0.837
H 2.880 -4.400 -0.709
H -1.795 -0.409 -0.005
H 1.179 0.001 -0.892
H 0.006 1.953 3.784
H -1.942 3.400 -2.835
C -1.243 2.717 -2.316
C 1.062 -3.083 -1.554
C -0.163 -0.456 1.421
H 2.259 0.715 3.269
H -0.206 1.944 0.056
H -0.797 -3.912 -0.893
H 3.075 -3.512 -2.371
C 1.470 -0.050 3.255
N -0.271 1.337 3.078
C 0.273 0.542 -1.330
H 1.599 2.224 -1.990
O -2.444 2.536 3.024
C -0.226 2.477 -2.923
H 0.101 3.104 -3.589
H -0.590 -0.305 -1.891
*
```

Atomic partial charges in e from the natural (NBO) method, atoms 1 to 4:
1 C 0.7439
2 H 0.2083
3 C 0.0147
4 C -0.4104

[3]
The following is a quantum chemistry calculation of an isolated molecule of C15H20N2O3S, from OMol25.

Results
* LUMO level: 0.65 eV
* E_HOMO: -0.31705 hartree
* SMILES: CCOCCCNC(=O)CN1C(=O)CSc2ccccc21

```
! RIJCOSX wB97M-V def2-TZVPD def2/J DEFGRID3
* xyz 0 1
O 1.685 -2.317 0.367
C 3.352 3.240 -0.666
C 0.177 -2.827 -1.415
H 0.949 3.893 0.441
H 0.213 5.746 -1.095
C -3.727 -0.005 -0.109
C 0.634 0.460 1.639
H -1.937 0.656 0.851
H -4.264 0.900 0.131
H 0.051 -2.067 -2.190
C 2.631 1.912 -0.405
C 2.758 1.495 1.062
H -5.379 -0.917 -1.125
C -0.073 -0.895 1.814
C 0.563 -2.199 -0.099
H 4.423 3.117 -0.481
H 2.420 2.319 1.695
C -2.414 -0.143 0.305
N -0.404 -1.486 0.525
O 0.042 1.517 1.742
C -1.702 -1.302 0.011
C -4.350 -1.019 -0.818
H 3.215 3.525 -1.718
H 1.569 5.487 0.910
H 1.903 6.033 -1.534
H -4.097 -2.950 -1.722
H 0.593 -1.588 2.336
H 3.796 1.263 1.305
H -0.990 -0.757 2.387
C 1.623 4.708 0.146
C -3.641 -2.157 -1.151
C -2.320 -2.296 -0.753
H 1.117 4.506 -1.960
N 1.941 0.341 1.368
O 2.976 4.289 0.194
S -1.393 -3.722 -1.234
H 0.942 -3.541 -1.716
H 3.059 1.147 -1.056
H 1.571 2.011 -0.649
H 2.304 -0.581 1.155
C 1.190 5.282 -1.202
*
```

Atomic partial charges in e from the natural (NBO) method, atoms 1 to 4:
1 O -0.6397
2 C -0.0606
3 C -0.6187
4 H 0.1783

[4]
The following is a quantum chemistry calculation of an isolated molecule of C15H20N2O5S in a non-equilibrium geometry, from OMol25.

Results
* LUMO level: 0.60 eV
* E_HOMO: -0.31553 hartree
* SMILES: CCCCN(Cc1ccco1)S(=O)(=O)c1c[nH]c(C(=O)OC)c1

```
! RIJCOSX wB97M-V def2-TZVPD def2/J DEFGRID3
* xyz 0 1
H 1.944 2.462 -4.646
C -2.927 -2.454 3.690
C 4.264 1.823 -0.625
H 1.465 0.848 -5.169
H 1.530 1.776 -2.243
H 0.658 2.268 -5.839
C 0.180 -2.736 1.918
H 3.490 -0.253 -0.294
C -1.847 -2.327 2.715
H 0.399 1.771 1.201
H 5.248 1.689 -1.024
N -0.667 -2.985 2.931
H 3.934 4.022 -0.522
H 1.005 0.165 -2.740
C 0.931 0.939 0.726
C -0.362 1.128 -1.413
C 1.097 1.845 -4.938
C -1.738 -1.637 1.523
H -4.819 -1.483 5.238
C 3.357 0.807 -0.235
O 1.612 -1.703 -0.520
C 0.665 1.184 -2.545
S 0.236 -1.291 -0.495
H -1.268 0.643 -1.784
O -4.015 -1.757 3.348
C 3.632 3.003 -0.386
H -0.509 -3.569 3.738
C -0.454 -1.898 1.024
H 1.168 -3.145 1.861
H -5.896 -1.217 3.830
H -0.780 1.173 -4.134
C 2.238 1.447 0.208
C 0.068 1.782 -3.816
O -2.835 -3.119 4.698
H -0.614 2.133 -1.064
H -5.450 -2.876 4.338
C -5.111 -1.842 4.249
H -0.302 2.788 -3.604
N 0.055 0.349 -0.265
O -0.608 -1.677 -1.585
H 1.107 0.155 1.467
H -2.486 -1.025 1.065
O 2.404 2.789 0.118
*
```

Atomic partial charges in e from the natural (NBO) method, atoms 1 to 4:
1 H 0.2010
2 C 0.7641
3 C -0.3114
4 H 0.2045

[5]
The following is a quantum chemistry calculation of a structure of composition C15H20N4O2S3 in a non-equilibrium geometry, from OMol25.

Results
* LUMO level: -0.37 eV
* E_HOMO: -0.31556 hartree

```
! RIJCOSX wB97M-V def2-TZVPD def2/J DEFGRID3
* xyz 0 1
H 2.251 0.923 -4.896
H 1.801 3.418 -3.755
O -0.575 -3.000 3.492
H 0.940 4.529 -1.649
C -1.823 0.058 2.169
H 1.997 -2.002 -0.695
C 2.109 0.182 -2.894
C 1.221 2.454 -1.954
N -1.476 -0.992 2.786
H 2.017 -3.725 -0.586
H 0.424 -1.183 1.158
H -0.820 -2.106 0.413
H 0.741 -5.405 0.593
N -1.978 1.474 0.562
C 0.891 3.639 -1.168
C -2.968 3.999 -0.645
S -2.668 1.550 2.905
C 0.241 -4.587 0.891
H 2.598 -3.822 1.669
S -3.206 3.730 1.223
N -1.767 0.358 0.910
H 1.568 -3.286 2.865
H 2.476 -2.203 1.901
C 0.864 -3.248 0.680
C 2.027 -3.126 1.971
H -3.068 3.041 -1.084
N -0.742 3.455 -0.851
H 0.524 -3.010 -1.191
H -3.891 4.679 -1.118
C 1.446 -2.889 -0.532
H -0.802 2.465 -0.560
C -0.873 -2.181 2.484
H -0.065 -4.791 1.926
H 2.147 -0.746 -2.712
C 2.052 1.205 -3.741
H -1.876 -1.099 4.059
C -2.700 2.107 1.264
H 1.351 3.572 -0.025
H -0.741 -4.637 0.143
C -0.191 -2.025 1.303
O -1.093 5.539 -1.514
S 1.559 0.837 -1.329
C 1.609 2.360 -3.400
C -1.529 4.487 -1.074
*
```

Atomic partial charges in e from the natural (NBO) method, atoms 1 to 4:
1 H 0.2267
2 H 0.2413
3 O -0.6077
4 H 0.2463

[6]
The following is a quantum chemistry calculation of a structure of composition C15H20N6OPt, from OMol25.

Results
* LUMO level: 0.33 eV
* E_HOMO: -0.27059 hartree

```
! RIJCOSX wB97M-V def2-TZVPD def2/J DEFGRID3
* xyz 0 1
C -1.151 -1.677 -1.135
H 1.928 3.679 -4.179
C 1.200 -3.471 3.549
H 2.399 0.548 -1.154
H 1.001 1.553 -0.783
H 2.767 -1.441 0.406
H -3.171 2.155 -0.115
C 1.535 0.651 -0.495
C 0.788 -1.113 3.042
Pt -1.532 1.381 -1.946
H 0.639 -4.184 5.510
C 0.080 3.331 -3.393
C -0.236 -2.545 -0.638
H 2.553 -3.042 -0.332
N 1.707 -4.573 2.894
H -4.089 1.328 -1.383
C 2.082 -2.279 0.284
H -0.106 -0.041 4.643
C 0.226 -2.091 5.204
H -3.260 3.365 -2.625
H -0.188 -1.939 6.192
H -1.400 4.903 -3.560
H -0.982 4.398 -1.924
N -0.623 -0.408 -1.140
C -2.290 2.970 -2.927
N 1.051 4.102 -3.928
C 0.594 -0.491 -0.650
H 1.891 0.755 0.531
H -0.263 -3.605 -0.457
N 2.054 -4.223 1.720
N 0.875 -1.783 -0.331
H 0.803 -0.273 2.361
C 0.277 -0.998 4.314
C 0.681 -3.337 4.839
H -2.396 2.629 -3.967
C -1.188 4.028 -2.935
O 0.243 2.113 -3.271
H -3.187 0.380 -0.182
H 0.943 5.096 -3.999
H -2.150 -1.863 -1.487
C 1.257 -2.379 2.683
N 1.812 -2.899 1.552
C -3.174 1.292 -0.788
*
```

Atomic partial charges in e from the natural (NBO) method, atoms 1 to 4:
1 C -0.0478
2 H 0.4021
3 C 0.0184
4 H 0.2309

[7]
The following is a quantum chemistry calculation of an isolated molecule of C15H21Cl2N3O2, from OMol25.

Results
* LUMO level: 0.53 eV
* E_HOMO: -0.33553 hartree
* SMILES: CC(C)C[C@H](NC(N)=O)C(=O)NCCc1ccc(Cl)cc1Cl

```
! RIJCOSX wB97M-V def2-TZVPD def2/J DEFGRID3
* xyz 0 1
H -0.601 3.269 4.227
C -1.035 -1.781 -3.887
C 0.796 2.266 2.907
N 1.486 -0.436 -0.419
H 2.809 1.964 3.625
N -1.101 1.072 -0.114
H -1.997 0.958 0.329
C 0.761 -0.274 0.700
O 0.048 1.337 -2.046
H -0.938 -1.621 -4.949
C 2.072 1.437 3.023
H -1.354 -2.332 -0.095
Cl 1.533 -2.512 -3.971
H -2.190 1.433 -3.096
H 2.505 1.245 2.044
N -2.212 1.448 -2.090
C -2.367 -1.759 -1.882
H 1.019 3.179 2.341
C -1.018 1.272 -1.454
H 0.759 1.848 0.312
H 2.810 -1.952 0.071
H -0.541 0.586 2.724
C 0.049 -2.215 -3.143
H 1.059 3.243 4.819
H 0.079 1.779 4.885
C -2.240 -1.554 -3.245
C 0.301 2.665 4.296
H -3.316 -1.593 -1.394
C 2.134 -1.686 -0.747
H 1.661 -3.674 -1.423
H -1.205 2.127 2.142
Cl -3.599 -0.999 -4.162
H -3.077 1.186 -1.654
C -0.310 1.500 2.171
H 0.785 -3.165 0.037
C 0.073 1.111 0.746
C -1.267 -2.182 -1.160
O 0.644 -1.104 1.579
C 1.136 -2.846 -0.944
H 1.316 0.228 -1.172
C -0.041 -2.422 -1.768
H 2.716 -1.524 -1.654
H 1.858 0.480 3.491
*
```

Atomic partial charges in e from the natural (NBO) method, atoms 1 to 4:
1 H 0.2037
2 C -0.2486
3 C -0.2055
4 N -0.6395

[8]
The following is a quantum chemistry calculation of a structure of composition C15H21Cl4F5GaOSi in a non-equilibrium geometry, from OMol25.

Results
* LUMO level: 2.33 eV
* E_HOMO: -0.18277 hartree

```
! RIJCOSX wB97M-V def2-TZVPD def2/J DEFGRID3
* xyz -1 1
C 1.846 -0.841 3.926
C 1.856 0.523 -2.764
C 2.232 2.830 -1.741
Cl 3.545 -6.021 -5.468
C 1.380 1.975 -2.682
C -1.799 2.452 1.380
Ga 0.272 -0.816 -2.655
H 2.418 0.331 -1.837
H -2.448 2.609 0.507
C -0.517 0.159 2.913
H 0.000 2.495 -1.343
O 0.021 2.078 -2.212
C -1.891 -0.159 -0.617
H -1.889 0.903 -0.872
F 3.491 2.914 -2.226
C -2.628 -0.425 0.730
C 0.435 1.030 3.414
F 2.264 2.377 -0.481
C -0.488 -0.718 -0.714
F -0.480 -1.995 -0.141
C -3.523 0.996 3.426
H -3.731 2.074 3.492
H -1.971 3.274 2.084
H 2.515 0.329 -3.616
H -1.011 -1.891 2.527
H -4.479 0.526 3.171
C 1.606 0.507 3.916
H 0.955 -2.269 -2.782
H -0.856 -0.541 -3.758
C 2.122 -5.043 -5.046
H 0.275 2.105 3.385
Si -2.152 0.740 2.141
C -0.281 -1.200 2.937
H -2.478 -0.657 -1.398
Cl 1.431 -5.640 -3.535
H 2.392 1.162 4.290
H -2.592 -1.480 1.020
H -0.767 2.493 1.008
H -3.697 -0.228 0.529
H -3.200 0.712 4.434
H 2.783 -1.239 4.308
F 1.775 4.114 -1.655
H 1.403 2.445 -3.673
Cl 2.591 -3.362 -4.856
F 0.418 0.059 0.029
Cl 0.917 -5.183 -6.339
H 1.038 -2.790 3.403
C 0.898 -1.713 3.442
*
```

Atomic partial charges in e from the natural (NBO) method, atoms 1 to 4:
1 C -0.2233
2 C -0.8887
3 C 0.9472
4 Cl 0.0217

[9]
The following is a quantum chemistry calculation of a structure of composition C15H21Cl6DyO2P2 in a non-equilibrium geometry, from OMol25.

Results
* LUMO level (alpha / beta): -8.41 / -7.33 eV
* E_HOMO (alpha / beta): -0.51664 / -0.51758 hartree

```
! RIJCOSX wB97M-V def2-TZVPD def2/J DEFGRID3
* xyz 2 6
O 2.627 0.063 0.388
Cl -1.273 -0.140 8.390
H 2.180 3.242 0.606
H -0.844 2.353 -1.701
P 0.173 -2.775 0.166
H -0.464 -0.746 -4.979
C 1.474 -3.856 0.850
H 0.890 2.744 -1.618
Cl -1.375 -0.154 -1.214
H -1.475 -4.137 1.388
C 1.286 3.461 1.205
C -0.895 -0.787 4.460
H 1.488 3.213 2.252
H -0.299 -2.475 -2.184
H -0.329 4.019 -1.265
C -1.045 -1.020 5.843
C -0.852 1.387 6.193
Cl -1.193 -2.627 6.438
H 1.296 -4.898 0.540
Cl -0.892 -2.184 3.338
H -1.511 4.392 0.786
H -0.466 1.100 -4.970
Cl -0.356 3.160 4.223
H -2.472 2.870 0.736
H 1.036 4.529 1.126
H 1.454 -2.578 -1.885
C -0.091 2.950 -1.173
C -1.056 0.086 6.720
P -0.091 2.446 0.586
C 0.477 -3.009 -1.623
H 2.452 -3.530 0.481
C -0.741 0.479 3.918
C -1.277 -3.900 0.337
Dy -0.744 -0.204 1.510
C -0.685 1.565 4.801
C -0.557 0.175 -4.353
H 0.460 -4.075 -1.888
C -1.576 3.358 1.145
H -2.161 -3.410 -0.091
H -1.540 0.169 -3.832
Cl -0.777 2.733 7.257
H -1.061 -4.821 -0.222
C 1.539 -0.060 0.773
H 1.468 -3.798 1.946
O 1.382 0.128 -2.695
C 0.414 0.162 -3.340
H -1.622 3.346 2.241
*
```

Atomic partial charges in e from the Mulliken method, atoms 1 to 4:
1 O -0.1721
2 Cl -0.1238
3 H 0.4390
4 H 0.2492

[10]
The following is a quantum chemistry calculation of a structure of composition C15H21ClI2N2NdO2P in a non-equilibrium geometry, from OMol25.

Results
* LUMO level (alpha / beta): -9.18 / -9.18 eV
* E_HOMO (alpha / beta): -0.51875 / -0.51877 hartree

```
! RIJCOSX wB97M-V def2-TZVPD def2/J DEFGRID3
* xyz 2 4
Cl -2.423 0.011 -1.737
H 0.571 0.950 -5.778
H 4.500 2.054 2.426
P -1.164 -0.101 -4.343
C 2.528 1.252 2.652
C -1.166 -1.641 2.383
H 0.850 1.007 5.397
C -2.658 -0.392 4.395
H -0.650 -0.016 -6.761
I 4.597 0.961 -2.629
H 2.773 1.538 0.436
C -1.462 0.243 3.946
H -3.149 0.104 5.238
N 0.643 0.091 2.555
H -2.894 1.472 -3.880
C -3.106 -1.603 3.870
H 4.351 0.947 3.791
O 2.047 0.928 -4.298
H -4.019 -2.085 4.317
C -0.036 -0.009 -5.830
C 3.808 1.729 3.224
C 1.140 0.194 1.252
H 0.665 -0.903 -5.820
H -1.735 -2.411 -4.973
C -2.170 1.383 -4.693
H 3.706 2.568 3.933
C 1.368 0.295 -3.415
C -0.682 -0.375 2.938
H 2.528 0.442 5.140
C -2.273 -1.454 -4.889
H 1.162 -0.717 4.831
C -2.408 -2.162 2.817
C 2.281 1.097 1.312
H -3.031 -1.549 -4.106
N 1.474 0.834 3.426
H -2.740 1.351 -5.630
H -0.532 -2.212 1.686
O 0.629 -0.538 0.220
H -2.792 -1.277 -5.831
H -1.560 2.293 -4.705
H -1.061 1.182 4.455
I 3.317 -1.691 -2.605
Nd 0.113 -1.089 -1.826
H -2.834 -3.051 2.320
C 1.492 0.353 4.792
*
```

Atomic partial charges in e from the Mulliken method, atoms 1 to 4:
1 Cl -0.4735
2 H 0.3813
3 H 0.3473
4 P 0.5726

[11]
The following is a quantum chemistry calculation of a cluster of 3 separate species, C15H21ClN7 in total in a non-equilibrium geometry, from OMol25.

Results
* LUMO level: -3.56 eV
* E_HOMO: -0.36330 hartree

```
! RIJCOSX wB97M-V def2-TZVPD def2/J DEFGRID3
* xyz 1 1
C 4.481 3.513 1.925
H -4.119 -0.937 -1.561
H -0.774 2.777 -2.669
H 5.543 3.489 1.729
H -2.176 -2.055 0.164
N -0.223 1.966 -3.011
H -1.889 -3.251 -1.278
H -3.200 -3.314 -3.012
H -2.266 0.745 -1.269
C 1.622 -3.290 -2.025
C -2.239 -2.193 -0.974
H 1.517 4.752 2.736
C -3.792 -2.042 -1.448
H -0.762 -1.978 2.503
H -0.444 2.349 2.469
C 2.662 -3.867 -1.471
N -4.029 -2.748 -2.774
C -0.520 0.860 4.072
H -0.637 -1.106 4.851
N -1.538 0.176 -1.754
N -0.615 -0.505 4.041
C 3.714 4.636 2.321
N 2.366 2.880 2.159
H -0.463 1.390 5.012
H -4.515 -2.538 -0.699
C 3.622 2.444 1.830
H -4.206 -2.018 -3.480
C -0.678 -0.927 2.740
N 0.354 -0.355 -3.201
H 3.797 1.413 1.558
H 0.739 -2.872 -4.117
H -0.637 0.177 0.850
C -0.495 0.695 -2.628
H -0.406 -3.803 -2.945
N -1.389 -1.203 -1.739
C -0.614 0.182 1.931
C -0.513 1.315 2.775
C 0.372 -2.960 -3.016
H 3.465 -4.572 -1.018
H 4.074 5.641 2.489
C 2.412 4.216 2.455
Cl 1.121 2.153 -4.104
C -0.257 -1.542 -2.601
H 1.537 2.306 2.180
*
```

Atomic partial charges in e from the natural (NBO) method, atoms 1 to 4:
1 C -0.3051
2 H 0.1926
3 H 0.4468
4 H 0.2258